15
Properties=species:S:1:pos:R:3:forces:R:3:lowdin_charge:R:1 method="wB97M-V/def2-TZVPD" homo_ev=-14.769 gap_ev=9.51 de_lowest_kj_mol=467.2 fmax_ev_per_a=2.49 charge=+1
H 3.0024 0.8203 0.9261 0.04 -0.09 -0.05 0.11
H -2.5129 0.7016 1.4004 0.08 -0.09 -0.02 0.14
C -2.0249 -0.7418 -0.1725 0.47 -0.56 0.10 0.10
H 2.9965 0.8600 -0.8055 0.02 -0.11 0.00 0.11
H -3.2167 1.1537 -0.1959 0.10 -0.08 -0.11 0.13
N 1.3116 0.1333 0.0644 0.37 -0.71 0.31 0.01
C 0.7069 -0.9918 0.1229 1.35 0.13 -0.16 -0.05
H 1.1323 -1.9861 0.2027 0.10 -0.01 -0.07 0.15
H -0.6633 1.3231 -0.9729 0.22 -0.02 -0.18 0.16
C -0.6613 -0.6618 0.0807 -2.05 1.41 -0.16 -0.08
H -2.5739 -1.3998 -0.8272 -0.07 -0.13 -0.09 0.16
C -2.4264 0.6169 0.3223 -0.31 0.35 0.16 -0.02
C -1.0304 0.6535 -0.2169 -1.54 -0.20 0.22 0.07
H 3.2491 -0.7165 0.0252 0.01 0.07 -0.02 0.09
C 2.7113 0.2355 0.0460 1.21 0.03 0.06 -0.08



5
Properties=species:S:1:pos:R:3:forces:R:3:lowdin_charge:R:1 method="wB97M-V/def2-TZVPD" spin_multiplicity=3 homo_ev="-10.624 / -10.803" gap_ev="11.59 / 7.64" de_lowest_kj_mol=306.8 fmax_ev_per_a=0.87
N 1.0709 -0.0568 -0.2104 0.14 -0.52 -0.68 -0.26
O -1.4227 0.3540 0.7913 -0.45 0.17 -0.24 -0.12
N 1.9526 0.5790 -0.6064 0.39 0.64 0.24 0.22
N 0.1783 -0.7793 0.0237 0.22 -0.54 0.27 0.18
H -1.7790 -0.0968 0.0017 -0.30 0.25 0.42 -0.01



6
Properties=species:S:1:pos:R:3:forces:R:3:lowdin_charge:R:1 method="wB97M-V/def2-TZVPD" smiles=O.O homo_ev=-10.636 gap_ev=11.44 de_lowest_kj_mol=26.9 fmax_ev_per_a=3.45
H -1.6654 -0.4699 0.4710 -0.46 -0.46 0.61 0.05
H -1.1905 0.9307 0.1305 -0.10 1.04 0.39 0.05
O -1.1276 0.0263 -0.1263 -0.10 -0.51 -1.15 -0.02
H 1.9682 -0.5989 -0.0684 1.43 -2.08 -0.25 -0.02
H 0.5524 -0.0529 -0.4121 2.13 0.32 1.22 0.03
O 1.4628 0.1647 0.0054 -2.89 1.70 -0.83 -0.09



no.,calculated total energy (eV)
1,-7830.846
2,-6527.955
3,-4159.660